#w
Computed, not measured: 2 unconnected molecules or ions with the total composition C5H15NOS, with wB97M-V/def2-TZVPD.

The SMILES is CNCCCSC.O. The gap between HOMO and LUMO comes out at 9.41 eV.

The geometry in ORCA input format:
```
! RIJCOSX wB97M-V def2-TZVPD def2/J DEFGRID3
* xyz 0 1
C -2.832 0.549 -1.271
N -1.926 -0.436 -0.607
C -1.115 0.156 0.506
C 0.107 -0.638 0.819
C 1.033 0.095 1.849
S 2.747 -0.704 1.911
C 3.329 0.053 0.356
H -2.277 1.260 -1.905
H -3.246 1.097 -0.407
H -3.669 0.134 -1.857
H -2.430 -1.309 -0.402
H -0.776 1.193 0.322
H -1.832 0.181 1.349
H 0.636 -0.950 -0.102
H -0.209 -1.555 1.353
H 0.591 0.033 2.862
H 1.153 1.167 1.599
H 4.351 -0.269 0.097
H 3.337 1.143 0.529
H 2.665 -0.162 -0.499
O 0.308 0.004 -2.224
H 0.682 -0.900 -2.327
H -0.626 -0.144 -1.951
*
```

Atomic partial charges in e from the Mulliken method, atoms 1 to 2: atom 1 (C): -0.766, atom 2 (N): -0.437


#x
Computed, not measured: 2 unconnected molecules or ions with the total composition C5H15NOS, with wB97M-V/def2-TZVPD.

The SMILES is CCCNCCS.O. The gap between HOMO and LUMO comes out at 8.83 eV.

The geometry in ORCA input format:
```
! RIJCOSX wB97M-V def2-TZVPD def2/J DEFGRID3
* xyz 0 1
C 1.721 1.299 2.560
C 0.431 0.746 2.006
C -0.258 1.765 1.100
N -0.992 1.278 -0.087
C -0.288 0.507 -1.057
C -0.372 -1.047 -0.975
S -1.862 -1.842 -1.535
H 2.491 1.331 1.777
H 1.666 2.332 2.904
H 2.181 0.661 3.317
H 0.539 -0.185 1.464
H -0.227 0.471 2.841
H 0.489 2.455 0.686
H -0.953 2.402 1.649
H -1.894 1.009 0.275
H 0.751 0.773 -0.995
H -0.570 0.714 -2.097
H 0.507 -1.392 -1.519
H -0.126 -1.346 0.044
H -2.578 -0.711 -1.670
O 2.547 -0.637 -0.452
H 3.315 -1.108 -0.110
H 2.947 -0.064 -1.107
*
```

Atomic partial charges in e from the Mulliken method, atoms 1 to 2: atom 1 (C): -1.397, atom 2 (C): 0.453


The data favor #w; the next most stable structure lies 0.0019 hartree above it.